1.
An isolated molecule of C5H5NO3S in a non-equilibrium geometry. Source: the Open Molecules 2025 dataset; level of theory: the ωB97M-V functional and the def2-TZVPD basis.

```
! RIJCOSX wB97M-V def2-TZVPD def2/J DEFGRID3
* xyz 0 1
C -2.4878 1.7981 0.1616
C -2.2174 0.4517 0.0580
C -0.8004 -0.1475 -0.7548
C 2.3399 0.3300 0.2837
C 1.3713 -0.7600 -0.1042
N -2.6235 2.9330 0.3386
O -0.7848 -0.3770 -1.9121
O -2.2006 -2.0218 0.3973
O 0.0567 -0.2225 0.1905
S -3.0597 -0.8741 0.6141
H 2.2506 0.3786 1.2901
H 3.3063 -0.0835 0.0536
H 2.1280 1.3878 -0.1338
H 1.3828 -1.5860 0.6547
H 1.3385 -1.2069 -1.1373
*
```

The value obtained for the frontier orbital gap (alpha / beta) is 0.31005 / 0.31005 Ha. The value obtained for the total energy is -23730.855 eV. The LUMO energy (alpha / beta) is -1.5 / -1.5 eV. As for the energy above the lowest of the compared OMol25 structures with the same formula, charge and spin: 217.16 kJ/mol.

2.
An isolated molecule of C5H5NOS in a non-equilibrium geometry. Source: the Open Molecules 2025 dataset; level of theory: the ωB97M-V functional and the def2-TZVPD basis.

```
! RIJCOSX wB97M-V def2-TZVPD def2/J DEFGRID3
* xyz 0 1
N -1.8783 -1.5950 -0.0954
C -1.7347 -0.2603 0.1427
S -2.5791 1.0793 0.2145
C 0.0757 0.1595 -0.0899
C 0.5634 1.4176 0.3270
C 1.9335 1.3540 0.1984
O 2.2857 0.0831 -0.3153
C 1.1483 -0.6029 -0.5014
H -1.1084 -2.2329 0.0981
H -2.7768 -2.1209 -0.2618
H -0.0495 2.2427 0.7371
H 2.7877 2.0327 0.4187
H 1.3324 -1.5568 -0.8726
*
```

The structure (SMILES) is NC(=S)c1ccoc1. The value obtained for the frontier orbital gap is 0.33147 Ha. The value obtained for the total energy is -19636.369 eV. The LUMO energy is 0.5 eV. As for the energy above the lowest of the compared OMol25 structures with the same formula, charge and spin: 253.08 kJ/mol.

3.
An isolated molecule of C5H5NOS in a non-equilibrium geometry. Source: the Open Molecules 2025 dataset; level of theory: the ωB97M-V functional and the def2-TZVPD basis.

```
! RIJCOSX wB97M-V def2-TZVPD def2/J DEFGRID3
* xyz 0 1
C 1.3798 -1.2732 -2.2401
C 0.6086 -0.7824 -1.2926
C -0.6995 -1.2977 -1.0944
C -1.4705 -0.7315 -0.1329
C -0.7289 0.2987 0.6171
N -1.0801 0.8118 1.7450
O -0.1112 1.6016 2.3373
S 0.9023 0.5311 -0.1161
H 1.0335 -2.0304 -3.0142
H 2.4048 -0.9902 -2.4778
H -0.8150 -2.2454 -1.7452
H -2.5093 -1.0658 0.0880
H -0.6382 2.0558 2.9516
*
```

The structure (SMILES) is C=C1C=C/C(=N/O)S1. The value obtained for the frontier orbital gap is 0.30621 Ha. The value obtained for the total energy is -19635.966 eV. The LUMO energy is 0.0 eV. As for the energy above the lowest of the compared OMol25 structures with the same formula, charge and spin: 291.92 kJ/mol.